(1)
ORCA calculation (ωB97M-V with the def2-TZVPD basis set) on an isolated molecule of C5H10O.

Structure (XYZ):
```
16
Properties=species:S:1:pos:R:3:forces:R:3:lowdin_charge:R:1
C 2.185 1.077 -0.885 0.047 0.001 -0.057 -0.121
C 1.361 0.964 0.400 -0.015 0.047 0.028 -0.242
C 0.224 0.011 0.240 0.548 -0.225 -0.398 -0.167
O -0.868 0.269 0.906 0.069 0.615 0.461 -0.030
C -1.986 -0.402 0.898 -0.573 -0.390 -0.074 -0.214
C -2.131 -1.525 -0.045 -0.030 -0.075 -0.084 -0.111
H 2.664 0.121 -1.126 -0.080 0.142 0.008 0.072
H 2.973 1.829 -0.782 -0.089 -0.128 0.001 0.068
H 1.549 1.359 -1.730 0.097 -0.038 0.109 0.073
H 2.034 0.679 1.226 -0.132 0.002 -0.095 0.107
H 0.949 1.945 0.666 0.052 -0.119 -0.019 0.113
H 0.291 -0.923 -0.307 0.035 0.139 0.055 0.105
H -2.770 0.056 1.482 0.094 -0.085 -0.110 0.104
H -1.829 -1.203 -1.062 -0.074 -0.046 0.141 0.085
H -3.165 -1.873 -0.080 0.148 0.028 0.042 0.076
H -1.480 -2.383 0.199 -0.097 0.131 -0.009 0.083
```
Forces are in eV/Å.

HOMO energy (alpha / beta)   -6.80 / -6.80 eV
Multiplicity   1
Kohn-Sham gap (alpha / beta)   0.2921 / 0.2916 Eh

=====

(2)
ORCA calculation (ωB97M-V with the def2-TZVPD basis set) on an isolated molecule of C5H10O at a distorted geometry.

Structure (XYZ):
```
16
Properties=species:S:1:pos:R:3:forces:R:3:lowdin_charge:R:1
C -0.370 1.599 0.054 1.117 0.529 -0.040 -0.111
C -1.224 0.473 -0.496 0.019 -0.090 -0.105 -0.263
C -0.800 -0.894 0.043 -0.350 -0.184 0.275 -0.229
C 0.639 -1.109 -0.285 3.177 -3.535 0.922 -0.190
C 1.713 -0.572 0.593 -0.164 3.472 -0.707 -0.350
O 2.700 0.025 0.188 -0.466 -1.311 0.608 0.010
H 0.738 1.527 -0.164 -1.326 -0.103 -0.004 0.081
H -0.446 1.658 1.144 -0.108 0.057 -0.062 0.080
H -0.689 2.554 -0.370 -0.035 -0.007 0.170 0.072
H -1.158 0.469 -1.591 -0.009 -0.076 0.101 0.111
H -2.276 0.651 -0.252 0.086 -0.005 -0.006 0.107
H -0.948 -0.936 1.131 -0.019 0.038 -0.137 0.117
H -1.418 -1.682 -0.397 0.077 0.073 0.081 0.111
H 1.196 -2.209 0.070 -2.294 1.540 -1.219 0.200
H 0.906 -1.021 -1.339 -0.036 0.187 0.088 0.123
H 1.439 -0.533 1.670 0.332 -0.586 0.034 0.132
```
Forces are in eV/Å.

HOMO energy   -9.58 eV
Multiplicity   1
Kohn-Sham gap   0.3880 Eh

=====

(3)
ORCA calculation (ωB97M-V with the def2-TZVPD basis set) on a cluster of 2 separate species, C5H10O in total at a distorted geometry.

Structure (XYZ):
```
16
Properties=species:S:1:pos:R:3:forces:R:3:lowdin_charge:R:1
C -0.787 -1.985 0.060 1.265 -0.287 -1.123 0.015
C 0.049 -1.048 -0.387 -0.734 0.441 -0.107 -0.179
C 0.181 0.262 0.261 0.551 -0.235 0.516 -0.138
C -0.775 0.887 0.937 -1.149 0.386 -0.575 -0.178
C -0.692 2.127 1.747 0.952 1.055 0.340 -0.116
H -0.829 -2.940 -0.446 -0.219 -0.011 0.021 0.055
H -1.290 -1.863 0.973 -0.770 0.110 1.017 0.040
H 0.640 -1.199 -1.281 -0.062 -0.245 0.091 0.053
H 1.185 0.669 0.255 0.196 0.166 0.178 0.100
H -1.804 0.590 0.729 0.113 -0.495 0.354 0.108
H -1.337 2.935 1.393 -0.164 -0.227 -0.207 0.071
H 0.317 2.557 1.758 0.034 -0.179 -0.161 0.071
H -0.932 2.028 2.810 -0.212 -0.493 -0.101 0.072
O 1.923 -1.383 -2.953 -0.145 -0.157 -0.348 -0.056
H 2.624 -0.994 -2.433 0.363 0.138 0.189 0.036
H 1.527 -0.644 -3.423 -0.020 0.031 -0.084 0.046
```
Forces are in eV/Å.

HOMO energy   -8.65 eV
Multiplicity   1
Kohn-Sham gap   0.3480 Eh

=====

(4)
ORCA calculation (ωB97M-V with the def2-TZVPD basis set) on an isolated molecule of C5H10O at a distorted geometry.

Structure (XYZ):
```
16
Properties=species:S:1:pos:R:3:forces:R:3:lowdin_charge:R:1
O 1.381 -0.751 -1.261 0.958 0.172 -1.763 -0.103
C -0.006 -0.739 -0.978 0.708 0.005 0.460 -0.275
C -0.695 0.659 -0.894 0.590 -0.187 0.190 -0.174
C -0.269 1.181 0.469 -0.050 0.151 0.298 -0.212
C -0.250 -0.042 1.406 -0.442 -0.079 0.088 -0.225
C 0.401 -1.172 0.644 -0.469 0.068 -0.857 -0.104
H 1.679 0.058 -1.635 0.319 1.134 -0.882 0.068
H -0.515 -1.213 -1.918 0.487 -0.561 2.419 0.153
H -0.355 1.317 -1.715 0.004 -0.305 0.203 0.112
H -1.801 0.633 -0.996 0.626 -0.500 0.150 0.117
H -0.932 1.955 0.854 0.068 0.101 -0.004 0.103
H 0.736 1.612 0.380 -0.093 -0.076 0.200 0.110
H 0.249 0.217 2.348 -0.183 -0.284 -0.108 0.109
H -1.263 -0.391 1.593 -0.378 0.495 0.356 0.107
H 1.526 -1.125 0.873 -1.609 -0.106 -1.294 0.127
H 0.116 -2.198 0.833 -0.535 -0.029 0.543 0.084
```
Forces are in eV/Å.

HOMO energy   -9.23 eV
Multiplicity   1
Kohn-Sham gap   0.3780 Eh

=====

(5)
ORCA calculation (ωB97M-V with the def2-TZVPD basis set) on a structure of composition C5H10O.

Structure (XYZ):
```
16
Properties=species:S:1:pos:R:3:forces:R:3:lowdin_charge:R:1
C -0.081 0.262 -1.646 -0.009 0.113 -0.188 -0.048
C 0.771 0.841 -0.625 0.145 0.026 0.156 -0.150
C 0.396 -0.085 0.758 -0.389 0.065 -0.269 -0.759
C -0.858 0.546 1.380 -0.029 0.006 0.062 -0.032
C 0.134 -1.419 0.089 -0.053 -0.113 -0.184 0.052
O 1.343 -0.386 1.573 0.264 0.077 0.199 -0.018
H -0.437 -0.925 -0.981 -0.006 -0.147 0.162 0.096
H 0.358 -0.194 -2.532 -0.082 0.062 0.170 0.088
H -1.073 0.686 -1.806 0.156 -0.100 0.050 0.090
H 0.530 1.872 -0.362 0.043 -0.169 -0.028 0.111
H 1.840 0.707 -0.797 -0.155 0.030 0.006 0.113
H -0.575 1.478 1.879 -0.029 -0.123 -0.083 0.086
H -1.649 0.761 0.650 0.142 -0.044 0.083 0.078
H -1.255 -0.136 2.140 0.055 0.088 -0.110 0.085
H 1.030 -1.859 -0.352 -0.142 0.090 0.058 0.108
H -0.474 -2.150 0.633 0.091 0.141 -0.085 0.101
```
Forces are in eV/Å.

HOMO energy (alpha / beta)   -8.84 / -8.40 eV
Multiplicity   1
Kohn-Sham gap (alpha / beta)   0.2988 / 0.2770 Eh

=====

(6)
ORCA calculation (ωB97M-V with the def2-TZVPD basis set) on a cluster of 2 separate species, C5H10O in total at a distorted geometry.

Structure (XYZ):
```
16
Properties=species:S:1:pos:R:3:forces:R:3:lowdin_charge:R:1
C -1.498 -0.115 -1.435 -0.170 0.135 -0.068 -0.035
C 0.542 -1.255 0.317 1.017 -0.225 -0.623 -0.167
C 1.401 -0.076 -0.041 0.106 -0.048 -0.029 -0.153
C 0.779 1.058 0.834 0.076 0.053 0.014 -0.148
C -0.423 0.381 1.440 0.283 0.673 0.275 -0.172
O -0.360 -0.917 1.191 -0.978 -0.592 0.803 -0.050
H -2.013 -1.073 -1.324 0.021 0.175 -0.044 0.038
H -0.622 -0.253 -2.075 -0.162 0.081 0.143 0.026
H -2.164 0.619 -1.888 -0.057 -0.114 -0.147 0.026
H 0.528 -2.270 -0.049 0.028 0.142 0.085 0.119
H 2.450 -0.265 0.214 -0.078 0.101 -0.042 0.104
H 1.377 0.162 -1.113 -0.048 -0.052 0.210 0.096
H 0.519 1.944 0.241 0.016 -0.161 0.114 0.108
H 1.482 1.387 1.609 -0.044 -0.012 -0.092 0.105
H -1.243 0.276 -0.439 -0.113 -0.129 -0.578 -0.007
H -1.029 0.672 2.283 0.105 -0.028 -0.021 0.110
```
Forces are in eV/Å.

HOMO energy (alpha / beta)   -6.81 / -6.97 eV
Multiplicity   1
Kohn-Sham gap (alpha / beta)   0.2897 / 0.2955 Eh

=====

(7)
ORCA calculation (ωB97M-V with the def2-TZVPD basis set) on an isolated molecule of C5H10O at a distorted geometry.

Structure (XYZ):
```
16
Properties=species:S:1:pos:R:3:forces:R:3:lowdin_charge:R:1
C 0.684 2.247 0.949 -0.959 -0.074 2.455 -0.092
C 0.906 0.768 0.668 1.934 2.558 -1.411 -0.347
O -0.305 0.134 0.596 -0.240 -1.415 -0.416 -0.100
C -0.203 -1.150 0.035 -1.536 -0.844 -1.708 -0.315
C -0.338 -1.362 -1.537 -0.655 1.519 0.673 -0.084
C -1.509 -1.624 -0.600 -0.818 0.639 1.230 -0.141
H 0.137 2.363 1.957 0.654 -0.178 -1.370 0.096
H 1.673 2.708 1.133 -0.606 0.200 -0.653 0.077
H 0.014 2.697 0.197 0.751 0.071 0.155 0.078
H 1.433 0.819 -0.315 -0.423 -0.670 0.103 0.124
H 1.700 0.414 1.335 -0.616 -0.729 0.494 0.119
H 0.446 -1.825 0.568 0.001 -0.198 0.191 0.133
H 0.080 -2.282 -2.062 -0.294 1.702 0.776 0.114
H -0.434 -0.339 -2.043 0.448 -1.915 0.268 0.119
H -2.414 -0.929 -0.438 1.819 -0.715 -0.720 0.131
H -1.871 -2.640 -0.442 0.538 0.049 -0.066 0.086
```
Forces are in eV/Å.

HOMO energy   -9.49 eV
Multiplicity   1
Kohn-Sham gap   0.3932 Eh

=====

(8)
ORCA calculation (ωB97M-V with the def2-TZVPD basis set) on an isolated molecule of C5H10O.

Structure (XYZ):
```
16
Properties=species:S:1:pos:R:3:forces:R:3:lowdin_charge:R:1
C 1.340 1.726 -0.251 -0.052 -0.154 0.015 -0.003
C 0.855 0.667 -0.895 0.158 0.111 0.143 -0.200
C -0.609 0.312 -0.994 -0.040 -0.009 -0.043 -0.216
C -1.220 -0.158 0.336 -0.113 -0.003 0.017 -0.191
C -0.370 -1.200 1.073 -0.113 0.161 0.203 -0.264
O 0.274 -2.108 0.182 0.144 0.022 0.040 -0.077
H 2.408 1.919 -0.182 -0.148 -0.059 -0.063 0.050
H 0.689 2.433 0.261 0.041 -0.080 -0.142 0.062
H 1.547 -0.036 -1.362 -0.066 0.205 0.047 0.098
H -0.734 -0.489 -1.727 0.048 0.136 0.070 0.105
H -1.180 1.176 -1.358 0.091 -0.128 0.063 0.112
H -2.223 -0.554 0.135 0.152 -0.008 -0.006 0.107
H -1.363 0.698 1.011 0.057 -0.136 -0.097 0.109
H 0.371 -0.679 1.691 -0.047 -0.126 -0.120 0.112
H -1.012 -1.782 1.746 0.126 0.114 -0.056 0.111
H 1.227 -2.005 0.286 -0.239 -0.047 -0.071 0.084
```
Forces are in eV/Å.

HOMO energy   -9.62 eV
Multiplicity   1
Kohn-Sham gap   0.3891 Eh

=====

(9)
ORCA calculation (ωB97M-V with the def2-TZVPD basis set) on an isolated molecule of C5H10O.

Structure (XYZ):
```
16
Properties=species:S:1:pos:R:3:forces:R:3:lowdin_charge:R:1
O 2.707 0.009 0.229 0.043 0.334 0.064 -0.062
C 1.476 -0.598 0.572 -0.317 -0.224 0.066 -0.257
C 0.335 -0.191 -0.343 0.144 -0.046 -0.043 -0.309
C -1.008 -0.932 -0.158 -0.036 -0.190 0.043 -0.149
C -1.750 0.419 -0.260 -0.170 0.041 -0.018 -0.172
C -0.400 1.149 -0.070 0.066 0.157 0.023 -0.148
H 2.591 0.963 0.313 0.112 -0.110 -0.041 0.086
H 1.645 -1.679 0.499 -0.031 0.136 -0.018 0.124
H 1.204 -0.379 1.620 0.048 -0.052 -0.179 0.123
H 0.690 -0.248 -1.379 -0.081 -0.003 0.106 0.144
H -1.090 -1.379 0.840 0.009 0.080 -0.105 0.109
H -1.253 -1.700 -0.899 0.027 0.126 0.130 0.104
H -2.181 0.586 -1.252 0.088 -0.024 0.141 0.103
H -2.523 0.613 0.490 0.109 -0.021 -0.144 0.098
H -0.260 1.490 0.964 0.007 -0.074 -0.153 0.108
H -0.191 1.985 -0.746 -0.018 -0.131 0.128 0.101
```
Forces are in eV/Å.

HOMO energy   -10.10 eV
Multiplicity   1
Kohn-Sham gap   0.4089 Eh

=====

(10)
ORCA calculation (ωB97M-V with the def2-TZVPD basis set) on a cluster of 3 separate species, C5H10O in total at a distorted geometry.

Structure (XYZ):
```
16
Properties=species:S:1:pos:R:3:forces:R:3:lowdin_charge:R:1
C -1.614 -1.032 -0.879 -0.010 -0.036 -0.059 -0.120
C -1.061 -0.024 0.126 -0.012 0.049 0.082 -0.285
C 0.102 0.775 -0.406 0.037 0.190 -0.011 -0.239
C 0.461 1.980 0.025 -0.051 -0.093 -0.089 -0.041
C 1.617 -2.046 0.398 0.758 0.047 -1.083 -0.007
O 2.254 -1.928 -0.534 -0.707 -0.150 1.074 0.026
H -0.861 -1.790 -1.122 -0.113 0.114 0.007 0.055
H -2.489 -1.553 -0.477 0.126 0.077 -0.056 0.071
H -1.908 -0.545 -1.814 0.015 -0.039 0.111 0.075
H -1.846 0.665 0.458 0.076 -0.090 -0.043 0.109
H -0.737 -0.568 1.024 -0.003 0.070 -0.085 0.092
H 0.699 0.309 -1.190 -0.076 0.001 0.113 0.091
H 1.927 0.679 1.797 0.047 -0.087 0.060 0.022
H 1.342 2.480 -0.368 -0.141 -0.041 -0.002 0.054
H -0.096 2.502 0.800 0.034 -0.078 -0.080 0.062
H 2.209 0.096 2.162 0.021 0.066 0.062 0.035
```
Forces are in eV/Å.

HOMO energy   -9.64 eV
Multiplicity   1
Kohn-Sham gap   0.3960 Eh

=====

| no. | electronic energy (eV) |
| --- | --- |
| 1 | -7391.44934 |
| 2 | -7393.41164 |
| 3 | -7393.14479 |
| 4 | -7392.70365 |
| 5 | -7390.20538 |
| 6 | -7391.02143 |
| 7 | -7392.48982 |
| 8 | -7393.61567 |
| 9 | -7393.70715 |
| 10 | -7392.73309 |